Record 1
DFT (wB97M-V/def2-TZVPD) results for a cluster of 13 separate species, C65H65N13 in total in a non-equilibrium geometry.

CARTESIAN COORDINATES (ANGSTROEM)
N 6.65540 0.12117 -3.97497
C 5.86638 0.39112 -2.90192
C 5.32543 -0.46921 -1.95292
C 5.83002 -1.78427 -1.99356
C 6.75235 -2.09837 -2.98778
C 7.07056 -1.09353 -3.96241
H 5.56609 1.42542 -2.82178
H 4.73243 -0.03819 -1.15985
H 5.53218 -2.57782 -1.32424
H 7.11454 -3.11547 -3.01439
H 7.76822 -1.47141 -4.69513
N -3.86213 3.49249 0.17514
C -4.44309 2.45423 0.82249
C -5.17163 1.43776 0.29606
C -5.32117 1.43158 -1.06156
C -4.74062 2.42346 -1.82703
C -4.05755 3.49379 -1.24891
H -4.31185 2.33219 1.88752
H -5.63359 0.69617 0.93090
H -5.94059 0.64524 -1.46700
H -4.80783 2.37197 -2.90370
H -3.61232 4.28943 -1.82780
N -0.99277 1.27719 3.87677
C -1.12814 0.61607 2.75876
C -1.50730 -0.73271 2.69353
C -1.66686 -1.42787 3.92924
C -1.37429 -0.74619 5.06044
C -1.02940 0.61063 5.00729
H -1.09077 1.18279 1.84015
H -1.74087 -1.41040 1.88570
H -1.77945 -2.50157 3.89966
H -1.23925 -1.35475 5.94237
H -0.84150 1.18188 5.90438
N -2.98144 -5.70476 -2.94475
C -2.77441 -6.81803 -2.16206
C -1.75057 -6.85714 -1.13224
C -0.92661 -5.77143 -0.91798
C -1.06909 -4.68376 -1.79219
C -2.10385 -4.71944 -2.70955
H -3.50343 -7.56673 -2.43477
H -1.87229 -7.70031 -0.46842
H -0.26093 -5.77068 -0.06752
H -0.34802 -3.88242 -1.72641
H -2.04258 -3.81653 -3.29895
N 4.36028 2.74710 0.20350
C 5.31293 2.23056 1.02210
C 6.17419 3.07117 1.68650
C 6.09144 4.48348 1.46404
C 5.11477 5.07164 0.61036
C 4.17713 4.13320 0.13704
H 5.28954 1.16621 1.20379
H 6.93211 2.73252 2.37735
H 6.83688 5.16375 1.84870
H 5.06982 6.13322 0.41690
H 3.40631 4.41030 -0.56685
N 4.33763 -5.42382 1.05858
C 3.43092 -4.53143 0.48127
C 2.28455 -3.99016 1.10773
C 2.09063 -4.34928 2.44941
C 2.92344 -5.30869 3.06630
C 4.04315 -5.74596 2.37118
H 3.52763 -4.30658 -0.57063
H 1.61226 -3.40452 0.49827
H 1.23356 -4.14922 3.07536
H 2.82035 -5.52644 4.11908
H 4.67718 -6.48910 2.83177
N 5.13456 0.10350 3.79989
C 4.92220 -0.78581 2.79750
C 3.68834 -1.03137 2.24145
C 2.61535 -0.18877 2.69832
C 2.83579 0.75281 3.69613
C 4.10407 0.90525 4.19297
H 5.70443 -1.48739 2.54788
H 3.52909 -1.74393 1.44565
H 1.72613 -0.17736 2.08548
H 2.00991 1.31925 4.10045
H 4.27442 1.73180 4.86690
N -5.89028 -1.88551 0.22921
C -7.14646 -2.35516 0.68247
C -7.32764 -2.99922 1.88413
C -6.22434 -3.03282 2.73565
C -5.00335 -2.49467 2.41154
C -4.89072 -1.98069 1.09924
H -8.00153 -2.33701 0.02297
H -8.22246 -3.50810 2.21080
H -6.30266 -3.35160 3.76455
H -4.20057 -2.63067 3.12107
H -3.97318 -1.53837 0.74027
N 0.41558 2.12176 -1.14623
C -0.93352 1.87392 -1.01105
C -1.38319 0.58959 -0.68429
C -0.47333 -0.42058 -0.58083
C 0.90406 -0.17855 -0.70955
C 1.25429 1.13153 -1.03039
H -1.69183 2.59369 -1.28177
H -2.43000 0.32394 -0.68622
H -0.78953 -1.42534 -0.34233
H 1.52921 -1.05918 -0.70025
H 2.29051 1.32859 -1.26234
N -0.04529 5.48214 4.25580
C -0.94196 4.81533 3.55745
C -0.70994 4.17118 2.34552
C 0.60541 4.12628 1.94202
C 1.64731 4.87730 2.62839
C 1.26452 5.44186 3.82558
H -1.97249 5.06277 3.76522
H -1.61487 3.81913 1.87271
H 0.87827 3.52511 1.08731
H 2.64639 4.62413 2.30567
H 2.03183 5.91047 4.42394
N 2.23945 -3.42981 -2.97096
C 1.41025 -4.17561 -3.70806
C 0.44065 -3.64104 -4.65807
C 0.34530 -2.22192 -4.66285
C 1.23796 -1.47930 -3.90191
C 2.11471 -2.09530 -3.04093
H 1.57675 -5.23177 -3.86039
H -0.27717 -4.18058 -5.25809
H -0.39414 -1.74796 -5.29133
H 1.15543 -0.40248 -3.89569
H 2.82343 -1.44867 -2.54495
N 0.71636 8.10709 -0.39343
C 0.49460 6.82072 -0.28926
C -0.75342 6.31352 -0.42603
C -1.84962 7.16209 -0.67260
C -1.58585 8.49042 -0.85578
C -0.28553 8.95696 -0.61618
H 1.38679 6.25277 -0.07057
H -0.67175 5.24233 -0.31533
H -2.83227 6.71434 -0.69073
H -2.48108 9.08984 -0.93109
H -0.11006 10.01869 -0.70756
N -4.64459 -0.76305 -5.14560
C -4.14039 -0.46619 -3.93631
C -4.43966 -1.32018 -2.82734
C -5.16932 -2.46423 -3.05081
C -5.68222 -2.83078 -4.27631
C -5.42749 -1.86398 -5.29808
H -3.60152 0.46812 -3.88072
H -4.07022 -1.00691 -1.86205
H -5.35943 -3.04948 -2.16326
H -6.31048 -3.69246 -4.44715
H -5.73212 -2.02394 -6.32181

Forces on atoms 1 to 2 (eV/Å):
-1.00 0.98 1.53
-1.04 1.22 -0.32

HOMO level (spin up / spin down) (eV): -10.41 / -10.41
Total energy (eV): -87814.5131
Frontier orbital gap (spin up / spin down) (eV): 6.57 / 1.73
Charge: +1
2S+1: 2

Record 2
DFT (wB97M-V/def2-TZVPD) results for a structure of composition C65H74N7O4S2Ti in a non-equilibrium geometry.

CARTESIAN COORDINATES (ANGSTROEM)
Ti -0.08730 -0.02483 -0.51528
C 5.70060 2.68164 -1.52418
C 5.41640 1.31032 -2.15510
C 3.95000 1.06840 -2.34376
C 3.22385 1.16631 -3.49888
C 3.74551 1.50777 -4.86417
C 3.75681 3.02045 -5.13036
C 1.84687 0.93052 -3.14900
N 1.72900 0.59825 -1.81980
C 3.02827 0.69967 -1.30569
C 3.46461 0.43184 -0.02053
C 2.69359 -0.14890 0.99268
C 3.08904 -0.63968 2.24889
C 4.48225 -0.58488 2.79701
C 4.88695 0.82812 3.24205
C 1.95338 -1.23627 2.83493
C 0.91998 -1.07776 1.91138
C -1.41612 -0.17396 2.25444
C -2.43947 0.26526 1.26381
N -2.16498 0.46536 -0.03974
C -3.31978 0.93905 -0.60831
C -3.47260 1.33922 -1.96352
C -2.53411 1.38092 -2.93294
N -1.19981 0.90245 -2.80117
C -0.49718 1.37597 -3.92805
C 0.84981 1.24987 -4.09373
C -1.41629 2.04153 -4.80425
C -2.64731 2.04100 -4.20677
C -3.91081 2.65601 -4.71878
C -4.12813 4.08358 -4.19245
C -1.03309 2.66662 -6.10879
C -0.43378 4.06994 -5.93393
C -4.32642 1.04543 0.36987
C -3.75419 0.62149 1.57605
C -4.40708 0.50117 2.92196
C -4.07287 1.66080 3.86900
C -5.72115 1.54656 0.15917
C -5.82747 3.06987 0.32383
N 1.36893 -0.44502 0.80504
C 1.92059 -1.88031 4.18826
C 1.89417 -0.84721 5.32403
H 6.77597 2.83797 -1.39135
H 5.21501 2.76072 -0.55060
H 5.30991 3.48148 -2.15674
H 5.84642 0.53071 -1.52007
H 5.92460 1.25042 -3.12286
H 3.14376 1.01093 -5.62893
H 4.76486 1.12245 -4.96479
H 2.75697 3.43422 -4.98423
H 4.07979 3.24780 -6.15216
H 4.43144 3.52207 -4.43295
H 4.51872 0.58229 0.18563
H 5.19073 -0.93079 2.03510
H 4.56209 -1.26651 3.64875
H 4.84281 1.51662 2.39583
H 5.90144 0.84242 3.65410
H 4.19548 1.20121 4.00107
H -1.96097 -0.47060 3.14210
H -4.45197 1.72410 -2.23068
H 1.21879 1.56368 -5.06386
H -4.75989 2.03347 -4.42516
H -3.89029 2.67793 -5.81183
H -4.13403 4.08712 -3.10087
H -5.07667 4.49601 -4.54959
H -3.31974 4.73746 -4.52439
H -1.90981 2.72487 -6.75863
H -0.29778 2.03112 -6.61142
H -1.15913 4.74117 -5.47042
H -0.13579 4.49633 -6.89592
H 0.43976 4.02485 -5.28192
H -4.10159 -0.44111 3.39368
H -5.49439 0.45441 2.79757
H -2.99652 1.71110 4.04949
H -4.57786 1.54510 4.83465
H -4.38365 2.61168 3.43031
H -6.39675 1.06878 0.87652
H -6.07592 1.27167 -0.83912
H -5.55853 3.35761 1.34290
H -6.84374 3.42943 0.12419
H -5.13799 3.57070 -0.35901
H 2.80576 -2.51428 4.30970
H 1.05268 -2.53188 4.26574
H 2.84511 -0.31076 5.38107
H 1.70415 -1.32527 6.29140
H 1.11232 -0.10580 5.14156
C -3.08105 -5.91863 2.87754
O -2.08363 -4.92600 2.93099
C -2.08271 -4.08244 4.00365
C -2.62897 -4.39381 5.22970
C -2.54289 -3.48789 6.29067
C -1.90511 -2.27934 6.08985
C -1.36092 -1.95589 4.84844
C -1.43921 -2.84090 3.76910
N -0.90069 -2.65033 2.53015
C -0.55629 -1.43771 1.78793
N -0.54732 0.95628 2.65235
C -0.29285 2.03457 1.78487
C -0.02561 1.86157 0.41250
C 0.21530 3.00750 -0.34529
C 0.25419 4.27817 0.21914
C 0.01065 4.43292 1.57618
C -0.29015 3.31618 2.33821
O -0.59436 3.42021 3.69100
C -1.56024 4.40049 4.00496
N -0.69156 -1.69872 0.35231
C -1.36152 -2.81407 -0.16695
C -0.68407 -3.63651 -1.07076
C -1.27529 -4.71937 -1.70634
C -2.59033 -5.04317 -1.42492
C -3.28852 -4.27336 -0.50174
C -2.69480 -3.18291 0.12308
O -3.37547 -2.42504 1.02511
C -4.78170 -2.39219 0.90060
H -3.07686 -6.29702 1.85753
H -4.06644 -5.50101 3.10590
H -2.87510 -6.74317 3.56831
H -3.12724 -5.34432 5.37575
H -2.96246 -3.74338 7.25562
H -1.81243 -1.57313 6.90643
H -0.84210 -1.01501 4.72659
H -0.97519 -3.45511 1.92940
H -0.75630 1.29889 3.57557
H 0.39029 2.91017 -1.41142
H 0.47487 5.14474 -0.39395
H 0.04230 5.41294 2.03652
H -1.16491 5.41649 3.91479
H -1.85732 4.23473 5.04037
H -2.43759 4.31004 3.35847
H 0.35827 -3.41817 -1.23389
H -0.69811 -5.31682 -2.40296
H -3.07814 -5.88150 -1.90836
H -4.31690 -4.52499 -0.27747
H -5.24927 -3.28676 1.33052
H -5.08219 -2.29615 -0.14599
H -5.11847 -1.51479 1.44540
S -1.00778 -0.84566 -2.58001
C 2.42714 -2.69533 -2.89821
S 2.94505 -2.36740 -1.18777
O 2.58014 -3.59344 -0.41228
C 4.72498 -2.60582 -1.49434
C 5.39465 -3.36652 -0.54628
C 6.75543 -3.60717 -0.67912
C 7.45427 -3.07992 -1.75762
C 6.78854 -2.29031 -2.68639
C 5.42863 -2.04463 -2.55313
H 1.37345 -2.42473 -2.96239
H 2.58539 -3.75590 -3.10249
H 2.98938 -2.05738 -3.58154
H 4.82175 -3.77732 0.27799
H 7.27249 -4.21256 0.05580
H 8.51215 -3.28276 -1.87420
H 7.33104 -1.86468 -3.52286
H 4.92345 -1.40417 -3.26770

Forces on atoms 1 to 2 (eV/Å):
-0.44 0.57 -2.08
0.09 -0.10 -0.05

HOMO level (spin up / spin down) (eV): 0.23 / -0.89
Total energy (eV): -132014.5010
Frontier orbital gap (spin up / spin down) (eV): 3.82 / 4.94
Charge: -2
2S+1: 2